{"formula": "C46H71F3N3O5SSn", "method": "ωB97M-V/def2-TZVPD", "elements": ["H", "H", "N", "C", "C", "H", "H", "H", "H", "H", "H", "C", "C", "H", "O", "H", "H", "S", "H", "N", "C", "O", "H", "C", "C", "H", "C", "O", "H", "H", "H", "C", "N", "H", "H", "C", "C", "H", "H", "H", "C", "H", "H", "H", "H", "H", "H", "C", "C", "H", "H", "F", "C", "H", "H", "H", "C", "H", "C", "H", "C", "H", "H", "C", "C", "H", "H", "H", "C", "C", "H", "H", "C", "H", "C", "C", "C", "C", "C", "C", "F", "H", "H", "H", "C", "C", "H", "F", "C", "H", "H", "H", "H", "H", "H", "H", "C", "H", "C", "H", "C", "C", "H", "H", "C", "H", "H", "C", "C", "C", "H", "H", "H", "C", "C", "H", "O", "C", "Sn", "H", "H", "C", "O", "H", "C", "H", "H", "H", "H", "C"], "positions_angstrom": [[-0.754, -2.062, 2.229], [-4.733, 3.703, -0.408], [1.968, 0.665, -0.332], [2.595, 1.584, -1.120], [4.821, -2.206, -3.560], [-0.494, -0.483, -4.966], [-5.730, 2.325, 2.306], [5.334, -3.141, -3.321], [-3.759, 2.482, 3.972], [-1.020, 0.676, -6.222], [3.164, -0.187, -3.828], [-2.676, 0.660, 5.742], [-3.097, 1.813, 2.070], [-1.437, -1.080, 4.048], [-2.007, 0.925, 0.099], [-3.405, -0.620, -4.207], [-0.091, 2.985, -4.268], [1.745, 2.112, -2.494], [0.508, 0.934, -5.331], [-1.157, -1.755, 0.188], [-1.984, 3.309, -3.273], [-0.283, 3.317, 0.314], [-1.515, 2.976, -5.349], [-4.223, 2.804, -0.046], [4.505, 1.477, 0.383], [-0.153, 5.364, 0.183], [-3.297, -1.504, -3.583], [-1.231, 1.257, -4.243], [-2.888, 2.706, -3.162], [-2.849, -2.940, 0.657], [5.097, -1.935, -4.581], [-5.176, 3.257, 2.170], [-3.149, -1.107, -2.195], [-4.181, -2.150, -3.738], [-5.195, -0.837, -1.680], [2.856, -3.594, -4.232], [3.326, -3.609, 0.108], [-5.033, 3.722, 3.148], [-4.019, 0.201, -0.821], [-3.641, -0.617, 7.229], [1.993, -3.488, 0.464], [5.498, 1.811, 0.659], [6.122, -3.751, 2.151], [-4.526, -0.474, 5.696], [-4.348, 2.034, 6.028], [-0.029, 4.163, 2.189], [3.246, -4.486, -3.735], [-0.822, -1.223, 1.518], [3.291, -2.322, -3.480], [-1.359, 5.362, -1.741], [0.182, -0.797, 1.430], [4.203, 3.665, -2.490], [-1.137, 2.666, -4.364], [-0.118, 2.383, 2.092], [-2.062, 4.102, 0.956], [-2.269, 4.324, -3.578], [-3.036, -2.296, -1.372], [-4.408, 0.529, -2.507], [2.741, -1.106, -4.228], [5.790, -5.949, 0.777], [5.186, -5.305, 0.130], [-2.691, 4.440, 2.581], [1.766, -3.661, -4.251], [4.748, 3.016, -1.465], [-3.850, 2.999, 1.429], [4.700, -3.236, -1.465], [-0.836, -3.508, -0.868], [3.015, -1.175, -5.287], [-2.969, 4.253, 1.541], [3.727, -5.095, 2.123], [4.304, 0.078, 2.012], [1.664, -1.048, -4.137], [3.898, 2.015, -0.740], [1.367, 3.240, 1.575], [1.076, -2.848, -0.358], [0.092, 4.463, -0.401], [2.794, -2.497, -2.032], [5.324, -3.268, 1.578], [-3.180, 1.725, 3.460], [-2.578, 0.730, 4.219], [5.182, 3.980, -0.595], [-3.279, 1.876, 7.425], [-4.909, 1.960, -0.152], [1.629, -3.902, 1.399], [-3.533, -0.551, 6.142], [1.438, -2.297, -1.614], [4.521, -5.935, -0.463], [5.885, 2.429, -1.937], [-2.269, 0.875, 1.375], [-3.129, -1.203, 0.479], [-5.791, 3.936, 1.575], [-3.342, 2.620, -0.649], [0.085, 4.703, -2.546], [2.044, -0.618, 1.261], [5.776, -2.660, 0.792], [-2.755, 2.813, 6.019], [-4.255, -0.264, -1.774], [-2.318, -2.948, -1.870], [-3.305, 1.924, 6.334], [-0.792, -0.413, 6.034], [-1.275, 0.510, 6.356], [-0.384, -2.978, -0.029], [4.773, -2.603, 2.247], [1.173, 4.458, -0.574], [-1.888, -0.247, 3.514], [-0.638, 1.345, 6.055], [5.185, -1.421, -2.893], [-0.520, 0.566, -5.252], [0.271, 3.279, 1.608], [-2.584, -2.048, 0.062], [-3.075, -1.476, 5.785], [4.498, -5.614, 2.697], [-0.490, -3.624, 0.859], [-1.724, -0.190, 2.142], [3.673, -3.111, -1.146], [3.225, -3.578, -5.263], [-1.377, 3.339, -2.000], [3.851, 0.522, 1.137], [-0.475, 0.321, -1.516], [-1.337, 0.495, 7.448], [3.194, -4.431, 2.807], [-0.647, 4.524, -1.750], [0.505, -1.718, -2.334], [3.023, -5.838, 1.740], [4.372, -4.311, 0.976], [-4.004, -2.832, -1.339], [5.865, -4.790, -0.552], [-2.408, -2.050, -3.903], [-3.499, 5.133, 1.159], [2.583, 0.152, 0.723]], "e_tot_ha": -3248.0607, "total_charge": -1, "homo_energy_ev": -4.18, "gap_ev": 6.6, "fmax_ha_per_bohr": 0.00990}

***

{"formula": "C46H72F2IN3O24", "method": "ωB97M-V/def2-TZVPD", "elements": ["O", "C", "C", "O", "C", "C", "C", "H", "H", "C", "O", "F", "H", "H", "H", "O", "N", "H", "H", "H", "C", "O", "O", "H", "H", "H", "H", "C", "C", "H", "H", "H", "H", "C", "H", "H", "H", "H", "H", "C", "O", "H", "C", "C", "C", "C", "H", "C", "H", "C", "O", "O", "H", "H", "I", "C", "H", "H", "H", "H", "N", "C", "C", "C", "H", "H", "H", "H", "C", "H", "C", "C", "O", "H", "H", "H", "H", "C", "C", "O", "C", "O", "O", "F", "H", "C", "C", "H", "C", "H", "O", "C", "H", "H", "O", "C", "H", "H", "H", "C", "H", "C", "H", "H", "O", "H", "H", "C", "O", "H", "O", "H", "H", "C", "C", "O", "O", "H", "O", "C", "H", "H", "C", "C", "C", "O", "H", "C", "C", "H", "H", "C", "H", "H", "H", "H", "H", "H", "C", "C", "H", "H", "H", "O", "O", "H", "N", "H"], "positions_angstrom": [[-5.000, -1.440, 2.458], [0.466, 6.226, -3.665], [-1.828, -7.812, 7.788], [-6.561, -2.567, 7.788], [-6.316, -1.357, 3.047], [-5.473, -3.041, 7.894], [3.979, 9.672, -0.747], [-3.285, -4.055, 6.533], [-7.873, 0.084, 3.343], [-7.110, 2.041, -2.434], [6.400, -3.749, -1.399], [-2.750, 1.524, -2.747], [8.197, -4.298, -3.314], [4.627, 10.429, -0.305], [-0.251, 8.029, -4.236], [8.045, -6.237, -2.586], [-0.081, 7.138, -4.692], [-7.369, 3.969, -3.443], [3.079, 4.861, 0.357], [2.934, 10.059, 2.163], [-0.350, 1.301, -2.943], [-1.253, -9.015, 7.579], [9.297, -7.213, -4.141], [-7.827, 1.617, -3.142], [2.710, -5.873, -2.495], [3.619, 0.063, -2.619], [-1.558, -10.442, 6.106], [-2.768, 0.895, -0.111], [0.478, 2.101, 0.903], [2.888, -5.183, -0.884], [0.138, 6.942, -1.762], [-1.818, -2.049, 9.314], [4.505, 8.717, -0.758], [3.362, 4.194, -1.666], [1.472, -0.461, -4.714], [3.713, 8.533, 1.673], [0.156, -0.769, -2.980], [2.493, 6.365, -4.004], [-6.805, -2.168, 5.027], [-2.002, -2.717, 8.474], [-1.448, -6.997, 8.565], [-1.640, 3.157, -1.263], [3.391, -5.772, -1.651], [-0.559, 1.435, -4.468], [0.011, 2.655, -0.046], [8.811, -5.187, -3.200], [6.406, -5.772, -0.933], [-8.386, 2.799, -0.714], [5.104, -5.604, -2.943], [10.543, -5.344, -5.069], [-7.602, 1.768, -1.106], [-0.927, 0.593, -5.223], [2.840, -1.505, -2.875], [-6.263, 0.787, 3.092], [-2.441, 4.281, -3.910], [-7.170, 3.555, -2.458], [-2.354, -8.372, 5.142], [8.433, -5.721, -5.256], [0.945, 1.866, 1.832], [-5.782, 0.362, -2.621], [-0.253, 6.259, -2.400], [-4.235, -2.250, 3.222], [-0.333, 3.630, -3.820], [3.092, -0.555, -3.343], [-2.219, -0.900, -1.130], [-1.821, -0.163, -3.163], [1.914, 2.024, -1.774], [3.781, -0.770, -4.157], [-3.347, -3.382, 8.602], [-4.800, -8.278, 5.084], [-1.828, 0.114, -1.045], [1.843, 0.138, -3.884], [8.173, -8.483, -2.655], [-1.217, -3.473, 8.451], [1.519, 4.501, -4.467], [5.263, -4.765, -0.006], [-7.157, 0.122, 1.728], [5.712, -4.941, -0.987], [0.059, 2.786, -2.568], [-0.225, 2.675, -4.890], [2.862, 9.197, 1.505], [4.440, -3.724, -2.443], [5.748, -1.891, -2.490], [1.221, 0.099, -1.548], [11.355, -5.584, -4.383], [-6.941, -0.010, 2.787], [-4.323, -9.091, 5.630], [10.516, -4.266, -5.226], [-3.691, -4.361, 7.501], [-5.316, 1.768, -3.586], [-9.076, 2.798, 0.251], [1.213, 7.942, 0.621], [2.090, 1.123, -4.266], [2.095, 10.462, -0.068], [-4.418, -2.421, 8.464], [8.479, -7.422, -3.088], [-3.123, 1.838, -0.520], [3.603, -6.766, -1.257], [-5.071, 1.764, -1.833], [-2.914, -8.722, 6.013], [-4.320, -9.978, 4.996], [4.672, -5.101, -2.073], [-0.378, 4.347, -1.155], [0.112, 4.961, -5.353], [-2.905, -7.657, 6.986], [2.046, 6.552, -2.420], [-1.223, 6.508, -2.538], [0.709, 0.164, -2.845], [-8.268, 3.835, -1.579], [-6.265, 4.007, -2.044], [0.349, 7.135, 0.516], [-2.260, 1.127, 0.823], [-5.711, -0.768, 5.055], [-0.557, 3.275, -1.242], [5.546, -3.009, -2.144], [1.962, 4.057, -1.754], [-3.163, -2.663, 2.917], [-4.919, -9.291, 6.520], [-4.861, -2.526, 4.388], [1.591, 2.857, -2.395], [-3.387, -5.378, 7.720], [3.772, 9.952, -1.779], [-6.004, -1.660, 4.496], [-2.136, -9.791, 6.755], [0.482, 4.815, -4.339], [1.906, 8.450, -0.426], [3.840, 3.218, -1.517], [9.227, -5.820, -4.511], [-1.689, 0.669, -2.471], [4.747, 4.989, -0.218], [2.115, 2.775, -3.351], [3.702, 5.105, -0.503], [3.769, 4.603, -2.601], [-2.778, -10.392, 7.403], [9.665, -4.959, -2.559], [-0.857, 0.010, -0.569], [-6.921, -2.154, 2.606], [10.756, -5.827, -6.022], [-5.740, 1.451, -2.633], [2.700, 9.558, 0.041], [-3.453, -3.852, 9.583], [-0.993, 6.796, -4.988], [3.540, 6.156, -0.752], [1.655, 8.472, 1.782], [-5.124, -4.263, 7.444], [-3.650, 0.315, 0.161], [1.796, 6.741, -3.379], [-1.957, -2.127, 7.558]], "e_tot_ha": -4263.5275, "homo_energy_ev": -8.63, "gap_ev": 8.9, "fmax_ha_per_bohr": 0.02347}